(1)
Here is a cluster of 3 separate species, C44H50NO5 in total at a distorted geometry from the OMol25 dataset. Energies are from ωB97M-V with the def2-TZVPD basis set.

Structure (XYZ):
```
100
Properties=species:S:1:pos:R:3:forces:R:3
O -6.819 3.016 0.684 0.0637 -0.0460 -0.0091
O 2.555 8.745 -0.220 -0.0065 -0.0621 0.0138
O 2.042 3.777 1.698 0.0176 0.0269 -0.0478
O -1.760 -2.473 -0.137 0.2722 0.3500 0.3476
O -1.587 2.254 1.491 -0.1045 -0.1178 0.0016
N -0.680 -3.166 -0.668 -0.1321 0.4441 -0.4905
C -4.737 0.538 -1.965 0.0459 0.0163 0.0528
C 4.436 -2.784 -0.544 -0.9956 -0.5510 1.2086
C 2.447 7.609 0.191 0.0304 0.3020 -0.0943
C -2.494 -3.247 0.826 -0.9890 -0.7645 0.4045
C 5.447 -6.342 -1.375 0.0298 -0.4428 0.9849
C -0.159 4.873 0.365 -0.1039 -0.0574 -0.0527
C 6.401 -4.707 0.370 0.0112 -0.1456 -1.4222
C -3.586 3.220 2.280 -0.1306 -0.0108 -0.0556
C 2.168 4.894 1.237 -0.0296 -0.2725 0.1158
C -5.680 4.214 2.946 -0.0669 0.0848 0.1188
C -5.059 4.763 4.055 0.0795 -0.0203 0.0015
C -3.839 -3.835 -1.228 0.1527 -0.2514 0.7819
C 3.207 -1.927 -0.834 0.3822 0.1835 -0.6873
C -4.950 3.434 2.059 0.1391 -0.0708 -0.0600
C 4.822 7.569 0.919 0.1555 0.0637 0.0218
C -3.705 4.535 4.284 -0.0795 0.0192 -0.0154
C 1.162 6.868 0.058 0.0256 -0.1294 0.0638
C 5.898 6.943 1.526 -0.0129 -0.0586 0.0275
C 1.036 5.562 0.536 0.0489 0.1513 -0.0564
C 1.339 -3.097 -2.062 -0.5161 0.8494 0.1434
C -1.224 5.487 -0.270 0.0309 0.0606 0.0089
C 3.494 -2.554 -3.328 -0.2077 -0.1954 -0.3400
C -1.670 -6.091 0.148 -0.1014 0.5076 -0.6431
C -3.366 0.390 -1.778 -0.0830 -0.0674 -0.0304
C -3.471 1.788 0.168 -0.1464 0.0643 0.0300
C 5.754 5.666 2.058 -0.0020 0.0496 -0.0269
C -1.106 6.796 -0.728 -0.0247 -0.0567 0.0134
C -3.511 -4.248 0.223 0.4528 0.0848 -0.7251
C 4.539 5.009 1.971 0.1478 -0.0399 0.0479
C 0.151 -2.269 -1.520 0.5238 -0.7439 -0.7406
C -2.781 2.413 1.330 0.2744 0.0179 0.1363
C -5.639 2.824 0.888 -0.3125 0.1048 0.0172
C -4.841 1.961 -0.031 0.1034 -0.0364 0.0144
C -3.952 -6.643 -0.571 0.2408 -0.2419 0.7535
C -2.969 3.769 3.397 0.0761 0.0765 0.1220
C 3.598 6.917 0.834 -0.0445 -0.1384 0.0277
C 0.083 7.485 -0.564 -0.1358 0.0416 -0.0751
C 4.272 -4.273 -0.763 -0.5023 0.7438 -0.2982
C 5.297 -5.080 -0.606 0.8695 -0.3796 0.6024
C 3.459 5.627 1.352 -0.0458 0.1135 -0.0590
C 2.537 -2.142 -2.217 0.1070 -0.1780 0.5874
C -3.145 -5.746 0.370 0.2296 -0.0832 -0.0427
C -2.736 1.012 -0.716 0.1283 -0.1741 -0.1453
C -5.472 1.329 -1.097 -0.0263 -0.0965 -0.1225
H -6.733 4.388 2.769 0.0126 -0.0732 -0.0909
H -5.630 5.368 4.747 0.0044 -0.0035 -0.0060
H -3.959 -2.759 -1.268 -0.0984 0.1653 -0.2706
H -4.434 -4.101 0.772 -0.1534 0.0294 0.2271
H 5.313 -2.443 -1.079 0.0771 0.1381 -0.2863
H 4.931 8.563 0.509 -0.1255 -0.0035 -0.0161
H -1.447 -7.112 0.425 -0.0168 -0.2092 0.1519
H 5.794 -7.140 -0.722 -0.0188 -0.3139 -0.0448
H -0.966 -5.445 0.665 0.0780 -0.0411 0.2960
H 6.851 7.451 1.587 -0.0095 -0.0002 0.0052
H -1.916 3.594 3.572 0.0020 -0.0401 -0.1143
H 3.199 -2.090 -4.263 -0.0412 0.1351 -0.1837
H 2.111 -1.183 -2.507 -0.0742 0.2012 -0.0581
H 3.347 -4.732 -1.084 -0.0705 0.3357 -0.8624
H -2.153 4.947 -0.410 -0.0007 0.0122 0.0038
H 0.179 8.501 -0.923 0.1181 -0.0098 0.0312
H -3.559 -7.648 -0.451 -0.0609 -0.2775 -0.0893
H 6.595 5.182 2.537 -0.0052 0.0082 -0.0016
H -3.401 -6.047 1.385 0.0320 0.0664 0.1655
H -4.991 -6.689 -0.264 -0.2944 0.1667 -0.3029
H -2.788 -0.219 -2.464 -0.0250 0.0239 -0.0348
H 3.518 -0.886 -0.787 0.0395 0.1708 0.1453
H -1.944 7.277 -1.216 0.0091 0.0005 0.0046
H 5.933 -4.541 1.329 0.1797 0.0753 0.3889
H 4.666 -2.630 0.511 0.1652 0.2170 0.1594
H 1.072 -3.538 -3.017 -0.0555 -0.2788 -0.0642
H -0.087 -3.552 0.073 -0.1653 -0.1670 0.0657
H -1.842 -3.740 1.545 0.4263 0.0879 -0.0333
H -3.075 -4.161 -1.938 0.0685 0.0881 -0.1485
H -5.231 0.040 -2.790 0.0036 0.0321 -0.0086
H 7.124 -5.514 0.403 0.1696 -0.0028 0.2967
H -4.761 -4.326 -1.496 -0.2506 0.0377 -0.3414
H -1.670 0.894 -0.566 -0.0167 0.0912 0.1116
H 0.519 -1.443 -0.937 -0.2560 0.2554 0.4295
H -6.537 1.454 -1.241 0.0080 0.0934 0.0870
H 4.525 -2.278 -3.143 0.1035 0.1049 0.1184
H -0.254 3.858 0.724 0.1293 0.0232 0.0806
H -3.829 -6.375 -1.613 -0.1721 0.0848 -0.1590
H 4.426 4.014 2.380 -0.1150 0.0066 -0.0421
H 6.915 -3.806 0.042 0.1805 0.1667 0.1765
H -1.049 -3.907 -1.273 0.1570 -0.3569 0.2811
H 1.528 -3.869 -1.321 0.4173 -0.3518 -0.1459
H -1.460 -6.022 -0.927 0.1471 -0.0419 -0.0706
H -0.470 -1.944 -2.345 -0.2543 0.3114 0.1035
H -3.050 -2.514 1.391 0.0591 0.4984 -0.0799
H 3.464 -3.623 -3.512 0.1475 -0.2310 0.1510
H 6.235 -6.183 -2.104 0.0628 -0.0163 -0.3092
H 4.530 -6.638 -1.865 -0.1805 -0.0762 -0.2543
H -3.225 4.959 5.157 -0.0017 0.0040 -0.0117
H 2.478 -2.057 -0.036 -0.1750 -0.0606 0.1411
```
Positions in Å, forces in eV/Å.

Properties
* net charge: +1
* HOMO-LUMO gap: 7.8632 eV

=====

(2)
Here is a structure of composition C44H51AsBN7O4S3Sr at a distorted geometry from the OMol25 dataset. Energies are from ωB97M-V with the def2-TZVPD basis set.

Structure (XYZ):
```
112
Properties=species:S:1:pos:R:3:forces:R:3
Sr 0.131 -1.180 0.158 -0.2013 2.8087 -2.6874
As -3.084 -1.026 -2.938 -1.4697 0.2256 -0.8524
S -1.504 -2.096 -2.204 0.1400 -0.2553 -0.0080
S -2.300 2.008 -1.005 -0.0591 0.4133 0.3419
S -2.759 -0.951 1.464 -0.2579 0.2550 -0.9446
O 0.704 -1.357 4.337 -0.0444 -0.0513 -0.0488
O 1.510 -4.736 -1.900 0.0220 -0.2594 -0.2825
O 0.105 -1.115 2.216 0.0870 -0.0340 3.2752
O 1.336 -2.747 -0.930 0.8690 0.1703 -0.2639
N -0.636 -3.512 0.735 -0.3731 -0.6844 0.3120
N 2.058 1.825 -1.663 0.4004 0.7134 -0.3341
N 3.356 1.026 0.405 0.6983 0.6035 -0.0856
N 2.902 -0.169 0.780 -0.7887 -1.1120 0.1735
N 1.425 2.719 0.659 0.4592 0.8162 0.1059
N 0.373 2.024 1.095 -0.6650 -1.0629 0.0774
N 1.509 0.666 -2.019 -0.6025 -1.2466 0.1926
C -4.001 -2.684 4.821 -0.1735 -0.0624 0.0650
C -0.114 -4.510 -0.176 0.5133 -0.1571 -0.5101
C 2.844 3.974 -2.786 0.0112 -0.0885 0.1900
C 0.222 4.114 1.871 0.2176 -0.1423 -0.1990
C 3.898 -4.839 2.830 -0.0267 -0.0859 0.0512
C -0.225 -1.184 -6.178 -0.1194 0.0189 -0.1976
C -4.536 -0.659 -1.680 0.3051 -0.0690 -0.0085
C -2.745 1.279 4.288 -0.0176 -0.0438 0.1549
C 2.708 -4.209 2.503 -0.1001 -0.0809 0.0103
C 1.162 -1.754 -3.846 0.0505 0.1978 -0.1041
C 1.347 0.676 -3.338 0.2503 0.7456 0.1237
C -2.831 0.613 -3.991 0.3116 -0.2347 0.0277
C 1.373 3.991 1.127 -0.2767 0.3444 0.1987
C 2.391 5.065 0.935 0.0686 -0.1488 -0.1091
C -2.845 -2.940 5.550 0.0962 -0.0566 0.1416
C 3.920 -0.854 1.303 0.4006 0.8763 -0.2744
C 2.257 2.602 -2.757 -0.1139 0.0418 -0.3994
C 0.077 -2.498 -5.858 -0.0116 -0.0935 -0.0729
C -3.970 -2.133 -4.320 0.2562 0.0566 0.2742
C -3.813 3.156 3.258 -0.1540 0.1555 0.0436
C -2.682 3.372 2.493 0.0828 0.0417 -0.0695
C -2.691 -1.700 3.012 0.1315 -0.0855 0.0739
C 3.893 -2.216 1.832 -0.2080 -0.4442 0.1365
C -1.585 2.519 2.584 -0.2369 -0.2611 0.1836
C 0.768 -2.776 -4.691 0.0430 -0.1460 -0.0901
C 5.574 2.291 0.396 -0.2058 0.0042 -0.0179
C 0.869 -0.430 -4.160 -0.0589 -0.4229 -0.2358
C 5.079 -0.052 1.258 -0.1823 0.1698 -0.1172
C 5.087 -2.854 2.185 -0.0693 0.0907 -0.0338
C -3.842 2.116 4.172 -0.0649 -0.0353 0.0741
C -1.522 -1.922 3.778 -0.0624 0.1310 -0.1467
C 1.022 -3.942 -1.089 -0.2595 -1.6194 -0.0091
C 5.087 -4.147 2.677 0.1510 -0.0806 0.0476
C 2.703 -2.915 2.015 0.1301 0.1605 -0.1466
C -1.633 -2.548 5.013 0.0781 -0.1543 0.3485
C -0.367 2.836 1.838 0.5045 0.4829 -0.2574
C -1.400 3.514 -1.486 -0.3880 -0.4902 0.0970
C 1.799 1.906 -3.853 -0.0009 0.0432 0.2756
C -3.868 2.768 -0.469 0.4154 -0.4078 -0.3877
C 0.175 -0.158 -5.341 0.0658 0.1070 0.0758
C -1.630 1.464 3.490 -0.0033 0.1203 -0.1081
C -0.122 -1.431 3.417 0.0712 -0.1261 0.7665
C 4.681 1.130 0.683 0.3613 -0.2687 0.1589
C -3.920 -2.088 3.583 -0.1238 -0.0675 0.1164
B 2.559 2.178 -0.239 -0.4689 -0.4811 0.1253
H -0.118 4.986 2.400 -0.0293 0.0791 0.1155
H -1.288 4.155 -0.615 0.0845 0.0665 0.0805
H -3.758 1.183 -3.993 -0.0670 -0.0295 0.1114
H -4.713 1.965 4.797 -0.0276 -0.0570 -0.0238
H 2.488 5.361 -0.108 0.0965 0.0409 -0.0454
H -0.777 0.810 3.570 0.0744 0.0047 0.0261
H 5.588 2.528 -0.668 0.0242 0.1077 -0.0524
H 3.315 3.080 -0.385 0.1634 0.1906 -0.0012
H 1.782 -2.411 1.778 -0.0197 -0.1121 0.2079
H -1.637 -3.392 0.638 -0.1043 0.1263 0.1638
H -2.030 1.219 -3.575 -0.0732 -0.1031 0.0062
H -2.892 -3.417 6.523 0.0095 0.0062 -0.0354
H 5.272 3.183 0.944 0.0044 0.0989 -0.0366
H 0.993 -3.796 -4.414 0.0495 -0.0969 0.1114
H 2.083 5.935 1.515 0.0098 0.0299 -0.0071
H -0.421 3.189 -1.823 0.1786 0.0093 -0.0993
H -4.249 -3.093 -3.880 0.0262 0.1535 0.0527
H 6.583 2.023 0.704 0.0604 0.0250 0.0028
H -4.674 3.806 3.146 0.0078 0.0435 0.0186
H 2.237 4.670 -2.210 0.0289 0.1180 0.0425
H -5.150 0.175 -2.014 0.0071 0.0677 -0.1419
H -2.649 4.214 1.812 0.0584 -0.0139 -0.0362
H 1.772 -4.733 2.639 -0.0990 -0.0197 -0.0024
H 3.905 -5.856 3.205 -0.0511 0.0358 -0.0021
H 3.858 3.993 -2.388 0.0308 0.0534 0.0688
H 6.071 -0.282 1.593 0.1450 -0.0283 0.0622
H -0.223 -3.298 -6.526 -0.0248 -0.0329 0.0365
H -3.238 -2.322 -5.109 -0.0189 0.0920 0.1013
H -1.931 4.033 -2.283 0.0783 0.0825 -0.0953
H -0.443 -3.727 1.707 -0.0911 0.0810 -0.0526
H -4.266 2.134 0.317 -0.1112 -0.0134 0.1203
H 1.834 2.229 -4.878 0.0107 0.0143 -0.1325
H -0.771 -0.956 -7.089 0.0242 0.0096 0.0117
H 2.874 4.314 -3.821 -0.0163 0.0271 0.0005
H -0.889 -4.873 -0.859 0.0586 0.0126 0.1126
H 1.675 -1.987 -2.927 0.1141 -0.0616 0.1440
H -0.712 -2.695 5.562 0.0060 0.0354 0.0249
H -4.106 -0.445 -0.699 -0.0132 -0.0597 -0.0198
H 3.369 4.744 1.290 0.1245 0.0488 -0.0261
H -4.850 -1.643 -4.738 -0.0101 0.0846 0.0422
H 6.026 -4.619 2.943 0.0095 0.0063 -0.0227
H -4.971 -2.951 5.227 -0.0248 -0.0216 -0.0215
H -2.570 0.323 -5.008 -0.0354 -0.1192 0.0179
H -0.052 0.868 -5.607 -0.0227 0.0288 0.0622
H 0.294 -5.385 0.345 -0.0345 0.1058 -0.1089
H -5.146 -1.559 -1.590 0.1047 0.0187 -0.0304
H -4.561 2.832 -1.304 -0.1604 0.0717 -0.0490
H -2.763 0.469 5.002 0.0291 -0.1446 0.0266
H 6.036 -2.348 2.080 0.0000 0.0764 -0.0732
H -3.662 3.757 -0.078 -0.0473 0.1064 0.1097
H -4.821 -1.893 3.012 0.0588 0.0209 -0.0019
```
Positions in Å, forces in eV/Å.

Properties
* net charge: -2
* HOMO-LUMO gap: 5.3939 eV